1.
Here is a 2-piece molecular cluster, CH8N2 overall from the Open Molecules 2025 dataset. Energies are from ωB97M-V/def2-TZVPD.

Atoms and positions in Å:
C: -1.666 0.378 0.839
N: -0.825 0.995 -0.125
H: -1.157 -0.033 1.844
H: -2.345 1.248 1.231
H: -2.183 -0.607 0.540
H: -0.432 0.715 -0.918
H: -0.030 1.621 0.295
N: 2.232 -1.090 -0.897
H: 1.511 -1.533 -0.298
H: 2.381 -0.129 -0.783
H: 2.516 -1.565 -1.730

HOMO: -8.72 eV
calculated total energy: -4145.413 eV
Kohn-Sham gap: 9.681 eV
relative energy (zero: lowest compared OMol25 entry of this formula, charge and spin): 30.47 kcal per mole
SMILES: CN.N
LUMO level: 0.960 eV

2.
Here is C37H38O4PPdS as an isolated structure from the Open Molecules 2025 dataset. Energies are from ωB97M-V/def2-TZVPD.

Atoms and positions in Å:
Pd: -0.047 -0.028 1.264
O: 1.800 0.065 0.180
C: 2.082 1.139 0.723
O: 1.325 1.517 1.723
C: 3.184 2.113 0.324
C: 3.091 3.417 0.858
C: 4.004 4.413 0.535
C: 5.117 4.112 -0.263
C: 5.143 2.883 -0.938
C: 4.220 1.869 -0.583
P: 4.770 0.206 -1.090
C: 4.016 -0.278 -2.611
C: 3.339 -1.472 -2.894
C: 2.884 -1.703 -4.170
C: 3.160 -0.763 -5.163
C: 3.796 0.435 -4.859
C: 4.262 0.672 -3.589
C: 4.907 -0.943 0.234
C: 5.252 -2.264 -0.042
C: 5.322 -3.208 0.984
C: 5.212 -2.770 2.299
C: 5.077 -1.397 2.565
C: 4.893 -0.526 1.550
H: 2.173 3.635 1.448
H: 3.871 5.425 0.909
H: 5.930 4.905 -0.391
H: 5.927 2.767 -1.680
H: 3.218 -2.250 -2.135
H: 2.317 -2.587 -4.411
H: 2.777 -0.893 -6.174
H: 3.784 1.224 -5.608
H: 4.695 1.637 -3.369
H: 5.478 -2.652 -1.046
H: 5.608 -4.152 0.662
H: 5.258 -3.450 3.153
H: 5.152 -1.096 3.627
H: 4.742 0.545 1.752
C: 0.914 -3.034 2.146
C: 1.004 -2.157 3.371
O: 0.100 -1.069 3.172
C: 0.172 -0.026 4.204
C: -1.120 0.713 4.130
H: 1.387 -3.979 2.398
H: 1.515 -2.589 1.368
H: -0.125 -3.185 1.864
H: 1.983 -1.722 3.579
H: 0.653 -2.643 4.300
H: 0.995 0.587 3.937
H: 0.345 -0.465 5.177
H: -1.356 0.978 3.092
H: -1.129 1.669 4.651
H: -1.937 0.136 4.577
O: -1.381 0.594 -0.288
S: -2.636 1.405 -0.394
C: -3.439 1.085 -1.961
C: -4.066 -0.278 -2.115
C: -5.378 -0.323 -2.556
C: -5.881 -1.455 -3.102
C: -5.113 -2.711 -3.022
C: -3.794 -2.623 -2.562
C: -3.225 -1.501 -2.110
C: -3.810 0.620 0.829
C: -5.244 1.060 0.663
C: -6.278 0.156 0.439
C: -7.609 0.541 0.461
C: -7.881 1.900 0.749
C: -6.876 2.831 0.901
C: -5.553 2.416 0.886
H: -2.747 1.366 -2.758
H: -4.260 1.846 -1.986
H: -5.991 0.569 -2.540
H: -6.938 -1.447 -3.422
H: -5.658 -3.599 -3.290
H: -3.071 -3.425 -2.620
H: -2.186 -1.381 -1.927
H: -3.325 0.872 1.778
H: -3.645 -0.470 0.671
H: -5.974 -0.902 0.302
H: -8.414 -0.159 0.271
H: -8.913 2.235 0.771
H: -7.090 3.874 1.046
H: -4.763 3.144 1.149

HOMO (spin up / spin down): -15.24 / -16.16 eV
calculated total energy: -70748.781 eV
Kohn-Sham gap (spin up / spin down): 6.696 / 4.180 eV
LUMO level (spin up / spin down): -8.545 / -11.983 eV
charge: +3
multiplicity: 5